one | The following is a DFT calculation (wB97M-V/def2-TZVPD) of a cluster of 2 separate species, CH3NOS in total.

```
! RIJCOSX wB97M-V def2-TZVPD def2/J DEFGRID3
* xyz 0 1
C 0.269 -0.943 -0.224
N 0.057 0.313 -0.335
O 0.632 1.272 0.402
S -0.797 -1.983 -1.081
H 0.951 -1.264 0.437
H -0.483 0.754 -1.104
H -0.630 1.850 1.905
*
```

For the HOMO-LUMO gap (alpha / beta), the calculation gives 9.37 / 7.02 eV.

These are the natural (NBO) partial charges, in e, on atoms 1 to 6: C -0.0848; N -0.1588; O -0.3492; S -0.0671; H 0.2104; H 0.4014


two | The following is a DFT calculation (wB97M-V/def2-TZVPD) of an isolated molecule of CH3NOS.

```
! RIJCOSX wB97M-V def2-TZVPD def2/J DEFGRID3
* xyz 0 1
C -1.163 -0.661 -0.117
N 1.048 0.788 0.078
O -2.034 -1.616 -0.477
S 0.328 -0.460 -0.923
H -1.324 -0.062 0.712
H 1.500 0.476 0.941
H 1.645 1.536 -0.214
*
```

For the HOMO-LUMO gap, the calculation gives 9.97 eV. Its SMILES is NSC=O.

These are the natural (NBO) partial charges, in e, on atoms 1 to 6: C 0.1398; N -1.0213; O -0.5638; S 0.5096; H 0.1610; H 0.3773


three | The following is a DFT calculation (wB97M-V/def2-TZVPD) of a structure of composition CH3NOS.

```
! RIJCOSX wB97M-V def2-TZVPD def2/J DEFGRID3
* xyz 0 1
C 1.220 0.428 -0.084
H -0.474 -1.468 1.009
H -0.329 1.774 0.125
H 1.863 1.341 -0.530
N -0.103 0.851 0.282
O 1.447 -0.819 -0.008
S -1.202 -0.226 -0.126
*
```

For the HOMO-LUMO gap, the calculation gives 8.68 eV.

These are the natural (NBO) partial charges, in e, on atoms 1 to 6: C 0.5021; H 0.1579; H 0.3963; H 0.1508; N -0.8216; O -0.5657


four | The following is a DFT calculation (wB97M-V/def2-TZVPD) of a structure of composition CH3NOS.

```
! RIJCOSX wB97M-V def2-TZVPD def2/J DEFGRID3
* xyz 0 1
C -0.326 1.894 0.333
N 0.146 0.775 0.476
O 2.376 -0.226 0.947
S 1.041 -0.547 0.386
H -0.778 2.517 1.181
H -1.390 -2.570 -1.681
H -1.069 -1.843 -1.641
*
```

For the HOMO-LUMO gap (alpha / beta), the calculation gives 7.78 / 7.59 eV.

These are the natural (NBO) partial charges, in e, on atoms 1 to 6: C 0.1284; N -0.6273; O -0.8896; S 1.1810; H 0.2099; H 0.0108


Which one sits at the top of the stability order? two does.